Entry A
The following is a quantum chemistry calculation of 2 unconnected molecules or ions with the total composition C4H9O2, from the OMol25 dataset.

```
15
C4H9O2 (ωB97M-V/def2-TZVPD)
O 0.99 -0.70 0.39
O 2.23 1.17 0.15
C -1.33 -1.29 -1.27
C 1.29 0.77 2.28
C -1.13 0.24 -1.58
C 1.53 0.35 0.79
H -0.58 -1.57 -0.53
H -2.34 -1.55 -0.93
H -0.12 0.64 -1.44
H 1.81 0.00 2.88
H -1.47 0.42 -2.59
H 0.23 0.77 2.57
H -1.18 -1.74 -2.26
H -1.73 0.76 -0.87
H 1.79 1.72 2.44
```

The net charge is -1. The calculation puts the frontier orbital gap at 8.2908 eV.

Entry B
The following is a quantum chemistry calculation of a gas-phase ion, C4H9O2 (charge -1), from the OMol25 dataset.

```
15
C4H9O2 (ωB97M-V/def2-TZVPD)
O -0.23 -0.80 -1.60
O -1.31 0.77 0.22
C -0.12 0.46 0.91
C 1.12 0.39 0.02
C -0.32 -0.85 1.73
C 0.74 0.16 -1.46
H -0.19 -1.68 1.03
H 1.74 -0.47 0.34
H -1.26 0.13 -0.56
H -0.02 1.24 1.68
H 0.44 1.16 -1.87
H 0.41 -0.88 2.53
H 1.66 -0.09 -2.01
H 1.77 1.26 0.09
H -1.31 -0.82 2.17
```

The net charge is -1. The calculation puts the frontier orbital gap at 7.2283 eV. The SMILES is C[C@H](O)CC[O-].

Entry C
The following is a quantum chemistry calculation of 2 unconnected molecules or ions with the total composition C4H9O2, from the OMol25 dataset.

```
15
C4H9O2 (ωB97M-V/def2-TZVPD)
O -3.12 1.65 1.24
O -1.37 3.00 1.41
C -1.16 0.49 1.47
C 1.72 -0.64 -0.62
C -1.97 1.95 1.51
C 1.02 -1.14 -1.88
H -1.44 -0.06 0.55
H -1.82 0.00 2.33
H 1.03 -0.12 -0.05
H -0.04 -0.91 -1.77
H -0.11 0.32 1.64
H 1.16 -2.20 -1.88
H 1.39 -0.67 -2.95
H 2.61 -0.01 -0.83
H 2.11 -1.66 -0.17
```

The net charge is -1. The calculation puts the frontier orbital gap at 7.3204 eV.

Most stable structure, least stable structure: entry A, entry C.

Entry A
The following is a quantum chemistry calculation of 2 unconnected molecules or ions with the total composition C3H9N2, from the OMol25 dataset.

```
14
C3H9N2 (ωB97M-V/def2-TZVPD)
N 1.61 0.55 -0.61
N -0.92 1.18 0.32
C -1.26 -1.20 0.75
C -1.56 -0.07 0.07
C 2.01 -0.65 -0.48
H 2.89 -0.98 -1.00
H -1.88 -2.12 0.58
H -2.28 -0.04 -0.78
H -0.93 1.37 1.31
H 2.16 1.18 -1.21
H -0.44 -1.27 1.42
H -1.46 1.92 -0.13
H 0.59 0.77 -0.29
H 1.43 -1.33 0.16
```

The net charge is +2. Its multiplicity is 2. The calculation puts the frontier orbital gap (alpha / beta) at 11.8607 / 9.4798 eV.

Entry B
The following is a quantum chemistry calculation of 2 unconnected molecules or ions with the total composition C3H9N2, from the OMol25 dataset.

```
14
C3H9N2 (ωB97M-V/def2-TZVPD)
N -0.80 3.59 -0.58
N -0.01 -1.95 1.37
C 0.27 0.07 0.54
C 0.30 -1.91 -1.12
C 0.22 -1.20 0.20
H -0.44 -2.69 -1.14
H -0.68 2.57 -0.57
H 0.09 -1.20 -1.91
H -0.66 4.03 0.35
H 0.42 0.61 1.47
H -0.25 4.18 -1.24
H 0.81 -2.37 1.81
H -0.59 -1.49 2.07
H 1.32 -2.25 -1.25
```

The net charge is +2. Its multiplicity is 2. The calculation puts the frontier orbital gap (alpha / beta) at 8.4544 / 5.6029 eV.

Most stable structure, least stable structure: entry A, entry B.

Entry A
The following is a quantum chemistry calculation of a molecular structure, C28H23FN3O3Tc, from the OMol25 dataset.

```
59
C28H23FN3O3Tc (ωB97M-V/def2-TZVPD)
Tc 0.51 0.36 0.45
F -5.76 -0.13 -2.05
O -0.31 -0.06 -1.59
O 0.21 -0.28 2.31
O -1.14 1.52 0.87
N 2.38 0.98 1.33
N 1.61 -1.28 -1.72
N 1.91 -0.67 -0.54
C -0.26 0.77 5.72
C -3.76 1.08 -2.07
C -2.38 1.08 -1.96
C 3.66 1.88 3.13
C -3.78 -1.31 -1.67
C -0.77 -0.89 -4.43
C -0.35 -2.55 -6.12
C 0.79 -2.69 -4.02
C -1.31 1.35 3.21
C 0.55 -3.19 -5.28
C -4.43 -0.12 -1.93
C -0.27 0.38 3.33
C -1.82 1.68 1.90
C -1.00 -1.40 -5.69
C 0.49 -1.00 -2.26
C -2.40 -1.30 -1.56
C 4.23 -1.52 -0.76
C -1.81 1.97 4.36
C 0.14 -1.53 -3.57
C -3.21 2.24 1.76
C 3.39 0.11 1.05
C -1.28 1.71 5.60
C 4.67 0.96 2.89
C 4.54 0.07 1.85
C 2.53 1.84 2.34
C 0.22 0.10 4.62
C -1.71 -0.11 -1.72
C 3.17 -0.72 -0.09
H -1.70 -0.90 -6.35
H -3.54 2.10 0.73
H 1.00 -0.65 4.71
H -0.54 -2.94 -7.11
H 5.30 -0.67 1.64
H 1.70 2.52 2.52
H -2.61 2.70 4.26
H -3.89 1.74 2.44
H 3.89 -1.83 -1.74
H 5.55 0.94 3.52
H 3.74 2.61 3.92
H -4.34 -2.22 -1.56
H -1.66 2.22 6.48
H -4.31 1.99 -2.27
H 5.14 -0.93 -0.87
H 4.47 -2.41 -0.18
H -1.26 0.02 -4.13
H -1.85 -2.21 -1.36
H 0.17 0.56 6.70
H -1.81 2.00 -2.06
H 1.49 -3.18 -3.35
H 1.07 -4.08 -5.62
H -3.22 3.30 1.98
```

The net charge is +1. Its multiplicity is 4. The calculation puts the frontier orbital gap (alpha / beta) at 5.8492 / 6.6844 eV.

Entry B
The following is a quantum chemistry calculation of a molecular structure, C28H23FN3O3Tc, from the OMol25 dataset.

```
59
C28H23FN3O3Tc (ωB97M-V/def2-TZVPD)
Tc -0.34 -0.41 -0.65
F -6.02 3.22 -1.21
O -0.78 1.85 -0.42
O -1.03 -0.05 1.44
O 1.63 -0.09 -0.71
N -2.03 -1.56 -0.78
N 0.41 -2.20 -0.81
N 1.74 -2.34 -0.81
C -4.73 2.92 -1.00
C 0.11 -4.66 -0.88
C -1.77 -2.91 -0.82
C 4.44 0.15 -0.72
C -2.60 2.30 -1.87
C 1.76 3.77 2.27
C 5.94 -2.19 -0.77
C 0.58 3.69 0.19
C 6.57 -0.96 -0.73
C -4.37 -2.04 -0.83
C -2.82 -3.85 -0.83
C -2.10 2.26 -0.57
C -3.92 2.64 -2.09
C 0.00 2.49 0.55
C 1.17 2.58 2.65
C 0.28 1.90 1.80
C -0.39 -3.26 -0.84
C 3.80 -1.09 -0.76
C -3.31 -1.17 -0.77
C 4.56 -2.27 -0.79
C 5.82 0.21 -0.71
C -2.92 2.57 0.51
C -0.31 0.62 2.20
C 1.47 4.33 1.04
C -4.12 -3.42 -0.84
C -0.04 0.08 3.58
C -4.25 2.89 0.30
C 2.34 -1.16 -0.76
H 3.85 1.05 -0.71
H -4.94 -4.12 -0.86
H 1.20 -4.65 -0.96
H -5.38 -1.66 -0.84
H -4.90 3.12 1.12
H -2.59 -4.90 -0.82
H 4.04 -3.21 -0.83
H -4.33 2.68 -3.09
H 1.03 -0.13 3.69
H 0.34 4.12 -0.77
H -1.95 2.06 -2.70
H 1.40 2.17 3.62
H -0.34 0.80 4.34
H 6.32 1.16 -0.68
H -3.47 -0.10 -0.72
H -0.30 -5.20 -1.74
H -0.17 -5.19 0.02
H -2.53 2.53 1.52
H 1.95 5.24 0.72
H 6.52 -3.10 -0.79
H 7.64 -0.91 -0.71
H 2.44 4.26 2.94
H -0.60 -0.84 3.71
```

The net charge is +1. Its multiplicity is 4. The calculation puts the frontier orbital gap (alpha / beta) at 6.6453 / 6.2606 eV.

Most stable structure, least stable structure: entry B, entry A.

Entry A
The following is a quantum chemistry calculation of 2 unconnected molecules or ions with the total composition C4H10NO3, from the OMol25 dataset.

```
18
C4H10NO3 (ωB97M-V/def2-TZVPD)
O -5.54 0.70 0.33
O 4.02 0.53 -0.22
O -1.51 -0.58 1.31
N 0.46 -0.36 0.16
C 1.92 -0.49 0.18
C 2.69 0.76 -0.19
C -0.20 -0.27 -1.17
C -0.29 -0.54 1.26
H 2.19 -0.73 1.22
H 0.54 -0.63 -1.88
H -5.24 -0.16 0.04
H -0.46 0.79 -1.29
H -4.76 1.21 0.09
H 2.22 -1.38 -0.40
H 2.39 1.49 0.60
H 0.45 -0.70 2.08
H 2.23 1.23 -1.11
H -1.11 -0.87 -1.02
```

The net charge is -1. The calculation puts the frontier orbital gap at 5.8071 eV.

Entry B
The following is a quantum chemistry calculation of 2 unconnected molecules or ions with the total composition C4H10NO3, from the OMol25 dataset.

```
18
C4H10NO3 (ωB97M-V/def2-TZVPD)
O -0.03 1.09 -2.11
O -1.09 -1.13 -2.56
O 1.50 2.25 -0.94
N 0.40 0.26 1.15
C 0.99 0.04 -0.17
C 0.41 -0.97 1.92
C -1.00 0.70 1.02
C 0.80 1.25 -1.16
H -0.20 -1.74 1.41
H 1.39 -1.45 2.05
H 2.08 -0.06 -0.03
H -1.01 1.58 0.38
H -1.35 1.03 2.00
H -1.67 -0.01 0.52
H -1.31 -0.91 -3.47
H 0.69 -0.89 -0.67
H 0.01 -0.76 2.92
H -0.61 -0.29 -2.25
```

The net charge is -1. The calculation puts the frontier orbital gap at 8.4543 eV.

Entry C
The following is a quantum chemistry calculation of 2 unconnected molecules or ions with the total composition C4H10NO3, from the OMol25 dataset.

```
18
C4H10NO3 (ωB97M-V/def2-TZVPD)
O 0.99 -3.01 -1.76
O -2.11 -0.69 0.61
O 0.23 -0.94 -0.44
N 2.23 0.16 -0.42
C -2.08 0.63 0.16
C -1.06 1.51 0.92
C 0.38 1.14 0.70
C 0.87 0.09 -0.01
H -1.28 -1.13 0.34
H 2.69 -0.72 -0.55
H -1.73 0.71 -0.86
H 0.80 -2.28 -1.08
H -1.39 1.50 1.97
H 2.83 0.84 0.02
H 1.86 -3.34 -1.48
H 1.03 1.96 1.01
H -1.20 2.52 0.54
H -3.07 1.05 0.33
```

The net charge is -1. The calculation puts the frontier orbital gap at 6.7931 eV.

Most stable structure, least stable structure: entry B, entry A.

Entry A
The following is a quantum chemistry calculation of 2 unconnected molecules or ions with the total composition C4H10NO3, from the OMol25 dataset.

```
18
C4H10NO3 (ωB97M-V/def2-TZVPD)
O 1.62 0.37 0.82
O 4.00 1.67 0.13
O 1.59 1.47 -1.13
N -0.88 -1.07 1.42
C -2.53 -0.59 -0.28
C -0.04 -0.25 -0.76
C 1.15 0.63 -0.32
C -1.17 -0.17 0.27
H -0.45 0.10 -1.71
H 0.26 -1.28 -0.93
H -0.08 -0.63 1.88
H -0.47 -1.93 1.07
H -3.14 -0.95 0.54
H 3.27 1.41 0.72
H -3.11 0.25 -0.68
H -1.16 0.84 0.66
H -2.41 -1.41 -0.98
H 3.55 1.53 -0.72
```

The net charge is -1. The calculation puts the frontier orbital gap at 8.6110 eV.

Entry B
The following is a quantum chemistry calculation of 2 unconnected molecules or ions with the total composition C4H10NO3, from the OMol25 dataset.

```
18
C4H10NO3 (ωB97M-V/def2-TZVPD)
O -1.28 -2.26 2.16
O 0.77 1.76 -1.12
O -1.38 1.43 -2.58
N 0.32 -0.36 -0.53
C 0.88 0.85 -0.31
C 0.33 -1.49 0.52
C 1.64 1.14 0.91
C -0.96 -1.29 1.27
H 1.10 1.20 1.81
H 2.54 0.48 1.04
H 1.10 -1.69 1.09
H -1.08 -0.33 1.81
H 0.28 -2.49 0.02
H -1.90 0.90 -2.04
H -1.75 -1.60 0.64
H 2.09 2.18 0.82
H -0.65 1.73 -2.12
H -0.13 -0.62 -1.38
```

The net charge is -1. The calculation puts the frontier orbital gap at 5.8721 eV.

Most stable structure, least stable structure: entry A, entry B.

Entry A
The following is a quantum chemistry calculation of C3H7N3O in the gas phase, from the OMol25 dataset.

```
14
C3H7N3O (ωB97M-V/def2-TZVPD)
O 1.71 -0.34 -0.38
N -1.57 0.07 0.01
N -0.72 1.20 -0.34
N 1.70 0.86 -0.07
C 0.72 -1.16 0.20
C -0.72 -1.00 -0.35
C 0.57 1.58 -0.07
H -1.32 0.29 0.97
H -0.37 -0.98 -1.49
H 0.57 2.75 0.19
H -1.38 1.92 0.05
H 0.83 -0.80 1.33
H -1.15 -2.14 -0.32
H 1.13 -2.24 0.25
```

The calculation puts the frontier orbital gap at 9.0250 eV. The SMILES is C1=NOCCNN1.

Entry B
The following is a quantum chemistry calculation of a molecular structure, C3H7N3O, from the OMol25 dataset.

```
14
C3H7N3O (ωB97M-V/def2-TZVPD)
O -0.44 -1.60 0.90
N -0.97 0.31 -0.79
N -2.30 0.06 -0.36
N 1.38 -1.12 -0.55
C 0.34 0.56 0.48
C 1.19 1.45 0.91
C 0.11 -0.85 0.05
H 1.56 -0.84 -1.50
H 0.83 2.29 1.50
H -0.90 1.23 -1.22
H 2.27 1.36 0.79
H 1.79 -1.99 -0.21
H -2.56 -0.88 -0.67
H -2.30 0.00 0.66
```

The calculation puts the frontier orbital gap (alpha / beta) at 7.7087 / 7.7071 eV.

Most stable structure, least stable structure: entry A, entry B.